Version A
DFT (ωB97M-V/def2-TZVPD) results for 4 unconnected molecules or ions with the total composition C3H16N2O3.

CARTESIAN COORDINATES (ANGSTROEM)
N (1.31, -1.11, -0.64)
C (1.60, 0.34, -0.98)
C (0.20, 1.15, -0.68)
C (-0.50, 1.41, -2.01)
N (-1.89, 0.76, -1.85)
H (2.24, -1.46, -0.61)
H (0.85, -1.56, -1.34)
H (2.39, 0.68, -0.36)
H (2.03, 0.48, -1.96)
H (0.56, 2.11, -0.10)
H (-0.56, 0.54, -0.10)
H (-0.68, 2.42, -2.28)
H (0.11, 0.95, -2.80)
H (-1.96, -0.08, -2.31)
H (-2.52, 1.36, -2.29)
O (1.45, -1.38, 2.77)
H (1.34, -2.12, 2.27)
H (1.92, -0.81, 2.15)
O (-2.32, -1.73, 0.34)
H (-2.61, -1.24, 1.10)
H (-2.07, -1.03, -0.25)
O (0.18, 1.08, 2.33)
H (0.11, 0.35, 2.97)
H (0.70, 0.71, 1.75)

## Properties
Frontier orbital gap in eV: 10.5
Charge: 0
Spin multiplicity: 1
SMILES string: NCCCN.O.O.O
LUMO in eV: 0.6

Atom charges from the Löwdin analysis, given in e for atoms 1 to 8: atom 1 (N): 0.02, atom 2 (C): -0.22, atom 3 (C): -0.18, atom 4 (C): -0.23, atom 5 (N): 0.01, atom 6 (H): 0.05, atom 7 (H): 0.02, atom 8 (H): 0.08



Version B
DFT (ωB97M-V/def2-TZVPD) results for a molecular structure, C3H16N2O3.

CARTESIAN COORDINATES (ANGSTROEM)
N (-0.79, 2.24, 2.74)
C (1.57, 1.19, 0.36)
C (0.41, 0.44, -0.37)
C (-0.79, -0.01, 0.44)
N (-1.76, 1.00, 0.83)
H (-0.57, 1.68, 3.51)
H (1.37, 2.33, 0.30)
H (2.59, 1.07, 0.02)
H (1.46, 0.92, 1.43)
H (0.78, -0.44, -0.86)
H (0.18, 1.13, -1.17)
H (-1.28, -0.92, 0.07)
H (-0.37, -0.37, 1.41)
H (-1.37, 1.52, 1.74)
H (-1.93, 1.78, 0.22)
H (0.59, -3.63, 0.57)
H (-0.15, -2.71, -0.54)
O (0.63, -2.77, 0.17)
H (0.40, -1.35, -2.69)
H (-1.12, -2.78, -2.18)
O (-0.66, -2.06, -1.64)
H (-1.19, 3.14, 2.86)
H (0.87, -0.71, -4.09)
O (1.11, -0.70, -3.15)

## Properties
Frontier orbital gap in eV: 3.8
Charge: 0
Spin multiplicity: 1
LUMO in eV: -5.1

Atom charges from the Löwdin analysis, given in e for atoms 1 to 8: atom 1 (N): 0.13, atom 2 (C): -0.08, atom 3 (C): -0.24, atom 4 (C): -0.20, atom 5 (N): 0.17, atom 6 (H): 0.01, atom 7 (H): 0.09, atom 8 (H): 0.07



Stability comparison, relative energies in hartree: version A 0.0000; version B 0.2418